Record 1
10
Properties=species:S:1:pos:R:3:nbo_charge:R:1 method="wB97M-V/def2-TZVPD" energy_ha=-264.2108 orbital_gap_ev=10.6542 total_charge=0 homo_energy_ev=-10.01 smiles="N#C[C@@H]1C=C1N"
N 2.21 -1.29 -1.51 -0.33
C 1.14 -1.02 -1.15 0.26
C -0.18 -0.71 -0.61 -0.36
C -0.92 0.72 -0.86 -0.16
C -0.35 0.47 0.25 0.17
N -0.09 0.88 1.54 -0.82
H -0.66 -1.64 -0.25 0.22
H -1.55 1.52 -1.27 0.25
H 0.91 0.77 1.68 0.38
H -0.58 0.26 2.17 0.38

---

Record 2
68
Properties=species:S:1:pos:R:3:nbo_charge:R:1 method="wB97M-V/def2-TZVPD" energy_ha=-1556.5489 orbital_gap_ev="8.1975 / 6.4807" s_squared=8.809 multiplicity=6 total_charge=+2 homo_energy_ev="-12.95 / -14.06"
Ir 0.19 -0.29 -0.32 1.36
C -0.55 -0.56 2.86 -0.22
C 0.43 0.55 3.27 -0.45
C 0.51 1.79 2.42 0.23
C 0.48 3.04 3.03 -0.23
C 0.64 4.19 2.28 -0.12
C 0.82 4.07 0.91 -0.23
C 0.83 2.80 0.36 0.04
N 0.68 1.69 1.09 -0.50
N -0.07 -1.45 1.78 -0.44
C 1.19 -2.11 2.15 -0.28
C 2.41 -1.42 1.59 0.22
C 3.64 -1.53 2.22 -0.24
C 4.75 -0.94 1.64 -0.11
C 4.60 -0.26 0.45 -0.24
C 3.34 -0.18 -0.12 0.07
N 2.27 -0.75 0.44 -0.52
C -1.12 -2.44 1.46 -0.26
C -0.71 -3.28 0.28 0.21
C -1.08 -4.61 0.18 -0.23
C -0.64 -5.35 -0.91 -0.11
C 0.18 -4.74 -1.85 -0.24
C 0.50 -3.41 -1.67 0.07
N 0.05 -2.68 -0.64 -0.51
H -1.49 -0.13 2.54 0.23
H -0.75 -1.17 3.75 0.21
H 1.43 0.14 3.40 0.23
H 0.13 0.86 4.27 0.25
H 0.34 3.10 4.11 0.24
H 0.62 5.16 2.75 0.25
H 0.96 4.93 0.28 0.25
H 0.95 2.65 -0.70 0.21
H 1.18 -3.13 1.76 0.24
H 1.28 -2.20 3.23 0.23
H 3.72 -2.07 3.15 0.24
H 5.72 -1.02 2.12 0.25
H 5.44 0.22 -0.04 0.25
H 3.17 0.35 -1.04 0.22
H -2.03 -1.89 1.23 0.24
H -1.32 -3.09 2.32 0.22
H -1.69 -5.06 0.95 0.24
H -0.91 -6.39 -1.01 0.25
H 0.56 -5.28 -2.70 0.25
H 1.14 -2.89 -2.37 0.20
C -3.15 1.59 1.27 -0.65
C -3.16 2.12 -0.11 0.05
C -4.02 3.17 -0.45 -0.22
C -4.06 3.66 -1.72 -0.11
C -3.21 3.09 -2.72 -0.19
C -2.34 2.08 -2.45 -0.01
C -1.47 1.51 -3.54 -0.64
C -2.27 1.55 -1.12 0.17
N -1.47 0.56 -0.83 -0.49
H -3.97 1.99 1.87 0.24
H -2.20 1.86 1.75 0.22
H -3.19 0.50 1.27 0.22
H -4.65 3.57 0.33 0.23
H -4.73 4.47 -1.98 0.24
H -3.23 3.47 -3.73 0.23
H -1.70 1.95 -4.50 0.24
H -1.60 0.42 -3.59 0.22
H -0.42 1.67 -3.31 0.22
C 1.55 -0.87 -5.03 -0.74
C 1.42 -0.51 -3.62 0.45
N 1.32 -0.21 -2.52 -0.48
H 2.37 -1.57 -5.15 0.28
H 1.76 0.03 -5.61 0.29
H 0.62 -1.32 -5.38 0.28

---

Record 3
14
Properties=species:S:1:pos:R:3:nbo_charge:R:1 method="wB97M-V/def2-TZVPD" energy_ha=-266.5620 orbital_gap_ev=9.1346 total_charge=0 homo_energy_ev=-8.58
C -0.13 1.01 -1.49 -0.26
N -0.72 1.46 -0.24 -0.57
C 0.57 0.80 -0.21 -0.11
C 0.72 -0.59 0.35 -0.25
C -0.83 -1.29 1.83 -0.01
N -0.54 -1.33 0.52 -0.62
H 0.20 1.79 -2.17 0.20
H -0.56 0.13 -1.97 0.19
H -1.45 0.80 0.03 0.36
H 1.40 1.46 0.05 0.21
H 1.40 -1.23 -0.21 0.21
H -0.68 -0.20 2.05 0.08
H 1.15 -0.56 1.36 0.20
H -0.53 -2.26 0.12 0.38

---

Record 4
196
Properties=species:S:1:pos:R:3:mulliken_charge:R:1 method="wB97M-V/def2-TZVPD" energy_ha=-3693.3964 orbital_gap_ev=9.2679 total_charge=0 homo_energy_ev=-8.96
C -1.16 -2.97 3.66 -1.34
C -1.39 -3.35 5.17 0.17
C -0.07 -3.21 5.98 -0.52
O 0.91 -4.11 5.57 -0.28
C 2.11 -4.15 6.26 -0.69
N -2.55 -2.63 5.63 -0.65
H -0.29 -3.54 3.29 0.53
H -0.96 -1.89 3.61 0.10
H -2.01 -3.31 3.07 0.60
H -1.49 -4.41 5.12 0.26
H -0.27 -3.37 7.04 0.49
H 0.29 -2.16 5.92 0.15
H 2.80 -3.31 6.07 0.14
H 2.57 -5.07 5.97 0.28
H 1.93 -4.28 7.33 0.34
H -3.00 -3.06 6.41 0.29
H -3.24 -2.64 4.88 0.18
C 3.32 -2.23 -0.56 -0.02
C 3.85 -1.86 -1.97 2.32
C 5.33 -2.36 -2.14 -1.14
O 5.38 -3.70 -2.00 -0.34
C 6.55 -4.28 -2.48 -0.74
N 3.02 -2.50 -3.06 -0.89
H 3.69 -3.17 -0.21 0.59
H 2.21 -2.28 -0.53 -0.68
H 3.55 -1.48 0.25 -0.39
H 3.87 -0.80 -2.13 -0.92
H 6.07 -1.90 -1.48 0.44
H 5.53 -2.13 -3.23 0.46
H 6.51 -5.33 -2.25 0.27
H 7.46 -3.82 -2.01 0.21
H 6.69 -4.23 -3.56 0.32
H 1.99 -2.54 -2.91 -0.07
H 3.37 -3.46 -3.13 0.33
C -0.61 -4.00 -0.26 -1.51
C -1.36 -3.43 -1.45 2.12
C -1.65 -4.58 -2.42 -1.43
O -2.25 -4.22 -3.67 -0.24
C -2.66 -5.35 -4.46 -0.92
N -2.56 -2.71 -0.94 -0.27
H 0.37 -4.46 -0.49 0.42
H -1.23 -4.80 0.14 0.50
H -0.41 -3.26 0.50 -0.10
H -0.78 -2.69 -2.01 -0.90
H -2.29 -5.33 -1.91 0.43
H -0.68 -5.03 -2.66 0.62
H -2.45 -5.18 -5.51 0.26
H -3.72 -5.54 -4.36 0.26
H -2.11 -6.24 -4.19 0.47
H -2.84 -2.01 -1.64 -0.27
H -3.30 -3.44 -0.80 0.30
C 7.21 1.54 0.08 -1.81
C 6.08 0.55 0.37 2.52
C 6.50 -0.69 1.06 -1.70
O 7.29 -1.53 0.22 -0.38
C 7.81 -2.70 0.82 -0.89
N 5.08 1.17 1.26 0.17
H 7.00 2.28 -0.66 0.41
H 8.11 1.00 -0.20 0.39
H 7.50 2.03 1.03 0.37
H 5.67 0.27 -0.60 -1.20
H 5.66 -1.28 1.31 0.55
H 6.96 -0.46 2.00 0.86
H 8.34 -2.42 1.72 0.38
H 8.50 -3.04 0.04 0.30
H 7.09 -3.48 0.98 0.27
H 4.91 2.12 0.92 0.36
H 4.20 0.70 1.25 -0.42
C -5.83 6.00 0.60 -1.83
C -4.66 5.16 0.13 1.02
C -3.40 5.92 0.29 -0.96
O -2.29 5.10 -0.15 0.03
C -1.01 5.67 -0.06 -0.68
N -4.59 3.93 0.95 -0.48
H -6.76 5.52 0.42 0.46
H -5.88 7.00 0.15 0.40
H -5.74 6.12 1.70 0.42
H -4.85 4.87 -0.92 0.06
H -3.30 6.22 1.34 0.41
H -3.48 6.88 -0.30 0.27
H -0.34 4.79 -0.07 0.01
H -0.90 6.24 0.87 0.33
H -0.75 6.33 -0.93 0.26
H -4.26 3.05 0.58 -0.17
H -5.52 3.76 1.38 0.27
C 5.93 1.93 5.32 -1.59
C 4.84 0.85 5.07 -0.06
C 3.64 1.47 4.29 -0.85
O 2.67 0.59 3.82 0.42
C 1.95 -0.17 4.84 -0.81
N 5.46 -0.24 4.28 -0.71
H 5.51 2.80 5.85 0.38
H 6.30 2.18 4.34 0.28
H 6.77 1.52 5.89 0.38
H 4.51 0.49 6.05 0.50
H 3.97 1.97 3.40 0.35
H 3.28 2.32 4.94 0.34
H 1.25 -0.82 4.29 -0.04
H 1.41 0.50 5.50 0.40
H 2.66 -0.75 5.45 0.43
H 4.79 -1.00 4.25 0.29
H 5.47 0.05 3.32 0.23
C -5.30 -0.07 2.82 -1.60
C -4.72 -1.29 2.10 1.10
C -5.76 -2.41 1.90 -0.82
O -5.98 -2.92 3.22 -0.24
C -7.15 -3.75 3.34 -0.85
N -4.31 -0.75 0.72 0.38
H -6.02 0.47 2.23 0.24
H -4.41 0.56 3.13 0.31
H -5.82 -0.43 3.72 0.49
H -3.86 -1.67 2.65 -0.18
H -5.23 -3.18 1.33 0.27
H -6.68 -2.06 1.40 0.42
H -7.20 -4.02 4.42 0.22
H -7.09 -4.64 2.75 0.33
H -8.03 -3.23 3.03 0.34
H -3.90 0.16 0.77 -0.12
H -3.64 -1.30 0.29 0.04
C -2.00 0.61 -2.26 0.55
C -1.44 0.71 -0.76 0.81
C 0.06 0.99 -0.74 0.89
O 0.74 0.83 0.51 1.88
C 0.76 -0.43 1.21 0.33
N -2.25 1.64 -0.01 0.74
H -3.11 0.69 -2.11 -0.64
H -1.78 -0.40 -2.64 -0.08
H -1.68 1.45 -2.89 -0.51
H -1.58 -0.35 -0.35 -0.43
H 0.19 2.01 -1.14 -1.14
H 0.53 0.28 -1.48 -0.50
H -0.15 -0.65 1.76 0.63
H 1.59 -0.34 1.89 -0.62
H 0.98 -1.18 0.50 -1.25
H -1.82 1.71 0.93 0.08
H -2.18 2.62 -0.34 -0.18
C 0.13 3.26 3.52 -0.35
C 0.28 3.88 2.18 -0.06
O 1.38 3.29 1.47 -0.27
O -0.50 1.95 3.42 -0.51
H -0.50 3.85 4.16 0.51
H 1.13 3.12 3.95 -0.15
H 0.52 4.94 2.32 0.48
H -0.65 3.86 1.61 -0.10
H 1.16 2.35 1.23 0.05
H 0.09 1.38 2.91 -0.04
C -5.70 1.03 -1.44 0.71
C -6.43 2.00 -2.27 -0.41
O -7.64 1.38 -2.71 -0.59
O -6.55 0.60 -0.36 -0.72
H -4.77 1.49 -1.05 -0.30
H -5.37 0.23 -2.13 0.10
H -5.74 2.21 -3.12 0.28
H -6.60 2.98 -1.80 0.13
H -8.05 1.06 -1.88 0.35
H -5.96 -0.15 -0.04 0.36
C -3.86 -1.73 -5.11 0.48
C -2.69 -1.53 -6.10 -0.57
O -1.51 -2.27 -5.68 -0.58
O -4.65 -2.84 -5.61 -0.62
H -4.53 -0.84 -5.02 0.39
H -3.50 -2.00 -4.10 -0.30
H -2.35 -0.47 -6.14 0.20
H -2.97 -1.93 -7.06 0.41
H -1.81 -2.92 -5.06 0.36
H -5.24 -3.15 -4.90 0.33
C -0.89 4.73 -4.95 -0.51
C -1.02 4.51 -3.48 -0.12
O 0.18 3.85 -2.99 -0.05
O -0.51 3.51 -5.59 -0.50
H -0.11 5.52 -5.19 0.23
H -1.83 4.96 -5.43 0.41
H -1.85 3.84 -3.31 0.12
H -1.23 5.42 -2.95 0.18
H 0.86 4.52 -2.99 0.08
H 0.13 3.14 -4.92 0.16
C 2.85 2.50 -1.28 2.03
C 3.54 2.37 -2.64 -0.32
O 3.68 3.62 -3.21 -0.63
O 3.54 3.35 -0.36 -0.73
H 2.84 1.48 -0.88 -0.27
H 1.88 2.90 -1.37 -1.13
H 3.03 1.71 -3.31 -0.25
H 4.45 1.89 -2.27 0.39
H 4.28 3.68 -3.94 0.34
H 2.94 3.39 0.40 0.61
C 1.69 0.31 -5.25 -1.15
C 0.56 0.37 -4.25 0.60
O 0.19 -0.92 -3.76 0.05
O 2.86 -0.08 -4.63 -0.62
H 1.80 1.31 -5.65 0.37
H 1.39 -0.31 -6.09 0.43
H -0.33 0.83 -4.61 0.66
H 0.95 0.89 -3.36 -0.84
H -0.29 -1.48 -4.44 0.15
H 2.78 -0.98 -4.28 0.38